The following is a DFT calculation (ωB97M-V/def2-TZVPD) of a molecular structure, C40H47N7O3RuS2SbSe.

The geometry in XYZ format:
```
102
Properties=species:S:1:pos:R:3:forces:R:3
Ru -0.51492 0.07997 0.48649 -0.81 0.17 1.24
N 0.42499 4.11165 0.92048 0.16 0.09 -0.13
C -0.39036 3.06534 0.71176 -0.29 0.13 -0.06
O -0.38968 2.44689 -0.36130 0.00 -0.01 0.10
C -1.39027 2.76035 1.80576 0.03 -0.34 -0.09
C -1.92926 1.32460 1.73234 0.12 0.07 -0.40
H 1.16450 4.25105 0.24792 0.08 0.00 -0.04
H 0.64489 4.36963 1.86641 -0.02 -0.02 0.11
H -2.19066 3.49940 1.67832 0.06 0.09 0.08
H -0.92342 2.95974 2.77222 0.03 0.05 0.04
H -2.83676 1.32633 1.11505 -0.09 -0.04 0.13
H -2.21886 1.03488 2.75104 0.04 0.05 -0.01
C 1.99744 4.48350 5.01801 0.04 -0.06 0.01
C 1.50027 3.09241 4.74976 -0.06 -0.04 -0.01
C 0.78360 2.38410 5.71078 -0.03 -0.01 -0.07
C 0.32628 1.13469 5.33503 0.01 0.10 0.01
N 0.54814 0.61088 4.13668 -0.05 -0.01 0.00
C 1.26098 1.35457 3.26982 -0.16 -0.08 0.29
S 1.61228 0.64024 1.72763 0.33 0.10 -0.20
N 1.74218 2.57962 3.54766 -0.03 0.07 -0.12
H 2.57363 4.51423 5.94342 0.00 0.03 0.00
H 1.15273 5.16586 5.13366 0.02 0.02 0.00
H 2.62109 4.82206 4.19291 -0.01 -0.01 0.01
H 0.58391 2.80064 6.68800 0.00 -0.03 0.02
H -0.24772 0.52071 6.02356 0.01 0.02 0.02
C 5.67328 1.93657 -2.20433 0.01 -0.05 0.08
C 5.40959 0.67548 -1.41980 0.05 0.01 0.06
C 6.51022 -0.11077 -1.07230 0.01 0.01 -0.05
C 6.37055 -1.27579 -0.34016 0.02 0.00 0.01
C 5.11273 -1.67207 0.08773 -0.01 0.00 0.05
C 4.01068 -0.90098 -0.23657 -0.02 -0.01 0.04
C 4.14329 0.25852 -0.99705 -0.32 0.07 -0.24
Sb 2.29664 1.28268 -1.49770 0.75 0.02 -0.30
C 2.29428 1.16872 -3.66928 -0.07 0.02 0.45
C 3.38932 0.61343 -4.31623 0.03 -0.04 -0.02
C 3.38381 0.44732 -5.69320 0.02 -0.01 -0.06
C 2.26904 0.82650 -6.42313 0.01 -0.01 0.01
C 1.16031 1.34390 -5.77064 -0.02 0.01 -0.02
C 1.14363 1.51070 -4.38802 0.01 0.07 -0.05
C -0.09720 2.02290 -3.70869 0.08 -0.03 0.04
C 3.11826 3.24962 -0.93196 -0.45 -0.25 -0.06
C 3.70376 3.23684 0.33183 -0.01 -0.06 -0.04
C 4.20011 4.40104 0.89660 0.02 0.01 0.01
C 4.09471 5.59517 0.19882 0.01 0.03 0.05
C 3.50964 5.61227 -1.05780 0.02 -0.03 -0.01
C 3.01692 4.44733 -1.64679 -0.04 0.01 0.00
C 2.39800 4.51802 -3.01598 -0.03 0.05 0.09
H 6.44458 1.76443 -2.95644 -0.01 -0.01 -0.01
H 6.02991 2.72334 -1.53525 -0.05 0.04 -0.03
H 4.78186 2.30526 -2.70444 0.04 0.06 -0.06
H 7.49529 0.20366 -1.40017 0.00 -0.01 0.00
H 7.24184 -1.87402 -0.10389 0.00 0.01 0.01
H 4.98652 -2.57917 0.66486 0.00 0.01 0.01
H 3.03417 -1.20898 0.11450 -0.01 -0.05 -0.04
H 4.24719 0.28053 -3.74621 -0.01 -0.01 -0.01
H 4.24318 0.01544 -6.19035 0.00 0.00 0.01
H 2.25435 0.70800 -7.49931 0.00 -0.01 0.00
H 0.28464 1.62131 -6.34657 -0.02 0.00 0.03
H -0.82927 2.37260 -4.43564 0.02 0.05 0.00
H 0.12837 2.83562 -3.01574 -0.08 -0.03 -0.01
H -0.55464 1.23238 -3.11312 -0.05 0.00 0.03
H 3.75886 2.30734 0.88496 0.00 0.01 0.07
H 4.65559 4.37082 1.87845 0.00 0.00 0.00
H 4.46935 6.51481 0.63130 0.00 0.00 -0.01
H 3.43129 6.54812 -1.59957 0.02 -0.01 -0.02
H 2.73942 5.40455 -3.54954 -0.01 0.00 -0.01
H 1.30908 4.57262 -2.94281 0.03 0.02 -0.04
H 2.64724 3.63771 -3.60591 0.00 0.05 -0.05
C -0.61640 -4.61447 1.75988 0.01 -0.01 -0.06
N -0.52460 -3.48015 2.65795 0.04 -0.04 -0.15
C -0.89764 -3.67411 4.04262 0.08 0.05 0.05
C 0.03278 -2.33053 2.24435 -0.04 -0.02 0.08
O 0.42164 -2.12936 1.09438 -0.05 -0.25 0.11
H 0.12374 -5.37745 2.01563 -0.03 -0.01 0.03
H -0.43799 -4.27079 0.74496 0.00 0.03 0.00
H -1.61388 -5.05502 1.81552 0.00 0.00 0.05
H -0.12548 -4.21695 4.59534 -0.03 -0.04 -0.01
H -1.82704 -4.24264 4.09591 -0.04 0.05 0.00
H -1.05177 -2.70610 4.51818 0.01 -0.01 0.01
H 0.10638 -1.55445 3.02313 -0.01 0.03 -0.05
C -4.64314 -4.24424 0.59747 -0.06 -0.05 -0.09
N -4.23040 -3.18630 1.48850 0.04 0.08 -0.01
C -3.37595 -2.17743 1.17858 0.08 0.24 0.15
Se -2.51259 -1.83059 -0.39498 -0.13 -0.17 -0.14
N -3.26683 -1.39434 2.27486 -0.03 -0.19 -0.01
C -4.07522 -1.86643 3.28970 -0.11 -0.16 -0.03
C -4.34277 -1.40347 4.56597 0.07 -0.03 0.00
C -5.26771 -2.11742 5.31618 0.06 0.11 0.03
C -5.88869 -3.25876 4.81377 -0.04 -0.06 -0.02
C -5.60877 -3.73339 3.53879 -0.01 0.00 -0.04
C -4.69697 -3.01384 2.78529 0.01 0.11 0.19
H -4.11939 -4.11877 -0.34711 0.02 0.01 0.02
H -5.71827 -4.19077 0.42171 0.01 0.00 0.01
H -4.39581 -5.21582 1.02679 0.00 0.00 0.00
H -2.66119 -0.57570 2.27579 0.03 0.02 -0.10
H -3.84544 -0.52630 4.95802 -0.06 0.04 -0.01
H -5.52148 -1.76581 6.30724 0.02 -0.05 0.02
H -6.61078 -3.77989 5.42769 0.01 -0.02 -0.01
H -6.09942 -4.61370 3.14570 0.01 -0.01 0.01
O 2.10459 -1.64185 -2.38296 -0.55 -0.26 0.06
S 0.69886 -1.70173 -1.93595 0.28 0.71 -0.04
N 0.13247 -0.39660 -1.40642 1.08 -0.38 -0.85
```
Forces are in eV/Å.

Calculated values
Charge   0
Maximum force   0.0290 hartree/bohr
ΔE to the lowest compared entry with this formula, charge and spin   34.5 kcal/mol
Expectation value of S²   8.78
LUMO level (alpha / beta)   0.0120 / -0.0511 Ha
Frontier orbital gap (alpha / beta)   5.9 / 5.5 eV
2S+1   6

---

The following is a DFT calculation (ωB97M-V/def2-TZVPD) of a molecular structure, C36H84N6NiO14.

The geometry in XYZ format:
```
141
Properties=species:S:1:pos:R:3:forces:R:3
Ni 17.07272 -2.56453 -27.28431 0.89 1.46 -3.50
C 19.19171 0.33767 -26.16355 -0.02 0.30 -0.70
C 19.01127 0.02940 -27.72060 0.03 -0.16 1.65
C 20.26048 0.48015 -28.48220 0.32 0.42 1.13
O 18.63904 -1.27228 -27.96860 -0.79 -1.37 0.35
H 19.44536 1.38559 -26.00344 -0.15 0.32 -0.17
H 19.97651 -0.17949 -25.61154 0.14 -0.59 -0.48
H 18.25966 0.15696 -25.62809 -0.15 -0.11 -0.11
H 18.24960 0.75477 -28.00660 -0.73 0.18 -0.27
H 20.32330 1.55855 -28.33657 -0.19 0.32 -0.48
H 20.31221 0.23548 -29.54313 -0.19 -0.15 0.30
H 21.14679 0.18118 -27.92259 0.25 -0.72 -0.38
C 15.96128 -1.29770 -30.77994 -0.67 -0.32 -0.40
C 15.59814 -2.74894 -30.32016 2.69 1.54 0.80
C 16.61834 -3.67514 -31.10460 -1.10 -0.51 1.41
O 15.75071 -2.75455 -28.92205 0.17 -0.61 1.18
H 15.19648 -0.57098 -30.50597 -0.25 0.00 0.03
H 16.09112 -1.26443 -31.86168 -0.10 0.09 -0.25
H 16.89021 -0.93637 -30.33876 0.09 -0.46 0.28
H 14.55220 -2.97903 -30.52305 -0.11 -0.21 -0.48
H 17.62757 -3.26411 -31.08041 -0.16 0.26 -0.23
H 16.27386 -3.96589 -32.09702 0.17 0.41 -0.24
H 16.69189 -4.61170 -30.55185 -0.04 -0.21 0.13
C 17.14143 -3.90433 -35.35672 -1.21 0.54 -0.24
O 16.48039 -4.93306 -36.04251 -1.21 -1.24 -0.83
C 15.07713 -4.76006 -36.56663 1.33 0.89 1.84
C 14.06283 -4.21717 -35.54445 1.61 -0.67 0.37
O 13.92406 -5.16686 -34.47743 -0.71 0.17 -0.92
C 13.50457 -4.65503 -33.20354 0.53 -2.39 -0.93
C 13.60150 -5.87005 -32.20471 0.06 0.41 0.70
O 12.63146 -6.94371 -32.07734 0.34 0.75 -0.78
C 11.29500 -6.52120 -32.24581 0.05 0.83 0.53
H 17.06207 -2.95847 -35.89259 -0.03 0.33 -0.14
H 18.20857 -4.09973 -35.25123 -0.11 -0.48 -0.09
H 16.68413 -3.76778 -34.37676 0.17 0.16 0.34
H 14.69301 -5.73503 -36.86662 0.69 -0.01 -0.29
H 15.15410 -4.01504 -37.35855 -0.24 -0.24 -0.34
H 13.17677 -4.01376 -36.14580 -0.46 0.08 0.46
H 14.49349 -3.30286 -35.13617 -0.36 0.43 0.06
H 12.49489 -4.24479 -33.22267 -0.03 0.21 -0.04
H 14.26567 -3.90695 -32.98174 -0.28 0.24 0.84
H 13.70425 -5.35828 -31.24782 -0.39 0.01 0.56
H 14.53936 -6.41875 -32.29098 0.06 0.26 -0.57
H 10.53956 -7.21137 -31.87021 0.60 -0.68 -0.27
H 11.10779 -6.25475 -33.28603 -0.22 0.00 -0.08
H 11.12805 -5.66675 -31.58996 -0.09 0.54 -0.09
C 10.93750 -1.42841 -27.17800 0.92 -0.39 0.38
O 11.37017 -2.69645 -26.65046 -0.08 0.19 -0.73
C 12.44139 -3.35186 -27.41262 -0.99 1.10 0.27
C 12.03798 -3.86880 -28.83677 0.63 -0.03 1.98
O 10.99829 -4.85691 -28.81259 0.95 0.42 -0.44
C 9.68734 -4.32635 -28.92333 0.68 0.55 0.46
C 8.66549 -5.40082 -28.72367 0.06 -1.72 0.29
O 8.68372 -6.47826 -29.67651 1.30 0.84 1.16
C 8.20922 -6.15778 -30.93832 -1.59 -0.54 0.41
H 10.21715 -0.95966 -26.50759 -0.34 -0.60 0.00
H 10.56320 -1.47235 -28.20078 -0.27 -0.22 -0.01
H 11.74640 -0.69786 -27.18553 0.52 -0.13 -0.16
H 12.87827 -4.10246 -26.75396 -0.73 -0.54 -0.14
H 13.26706 -2.64103 -27.44555 0.16 0.30 -0.81
H 12.99244 -4.29538 -29.14519 -0.20 -0.57 -0.41
H 11.88807 -3.01531 -29.49796 -0.63 -0.02 -0.20
H 9.59817 -3.78161 -29.86322 -0.23 -0.08 -0.39
H 9.57676 -3.58528 -28.13167 -0.39 0.08 0.16
H 7.66837 -5.00263 -28.53573 -0.33 0.38 -0.75
H 8.82807 -5.95008 -27.79632 0.59 0.26 0.18
H 8.18320 -7.11879 -31.45201 0.14 0.31 -0.51
H 8.69853 -5.36132 -31.49896 0.35 -0.06 0.07
H 7.17709 -5.88685 -30.71603 -0.50 0.43 -0.91
C 18.64711 -9.13976 -32.98077 0.28 -0.41 -0.73
O 19.54945 -9.89458 -32.65668 -0.28 0.56 0.29
N 18.63550 -7.79699 -32.96393 -0.19 2.81 0.56
C 17.42255 -7.05819 -33.52095 1.78 -0.87 -0.54
C 19.79444 -6.97478 -32.45084 -1.09 -1.22 -1.07
H 17.72309 -9.48952 -33.46662 -0.11 -0.38 0.20
H 16.70254 -6.65855 -32.80683 0.01 -0.65 0.23
H 17.06958 -7.75858 -34.27788 -0.93 0.15 0.41
H 17.70255 -6.20482 -34.13857 0.57 0.00 0.21
H 20.62720 -7.66791 -32.33173 -0.08 0.10 0.39
H 20.07727 -6.26408 -33.22738 -0.10 0.10 0.02
H 19.52078 -6.43083 -31.54677 0.06 -0.15 0.11
C 15.34567 -0.23061 -26.84018 -2.19 -0.69 3.35
O 15.92769 -1.20277 -26.28290 0.51 0.72 -1.92
N 14.53719 0.51274 -26.00685 1.58 -1.29 -0.70
C 13.47996 1.33395 -26.54265 -0.59 1.01 0.64
C 14.55665 0.30739 -24.52234 0.19 0.71 -0.14
H 15.17454 0.05212 -27.89041 0.90 -0.64 0.05
H 13.29224 1.40062 -27.61428 0.80 -0.78 -0.18
H 13.64059 2.37415 -26.25935 -0.20 0.08 0.34
H 12.54551 0.96305 -26.12151 -0.11 0.30 0.14
H 14.76201 1.25443 -24.02329 -0.32 0.41 -0.30
H 13.61001 -0.05868 -24.12488 -0.10 -0.13 -0.40
H 15.36284 -0.30432 -24.11740 -0.10 -0.39 -0.92
C 14.93840 -0.78535 -36.44435 -0.98 -0.51 0.62
O 14.03728 -1.24219 -37.13246 0.64 0.51 0.18
N 14.75036 -0.25932 -35.19223 0.13 1.10 0.98
C 15.85516 0.31065 -34.41654 0.71 0.84 -1.01
C 13.43226 0.15675 -34.70575 -0.67 -0.80 -0.47
H 15.99917 -0.85193 -36.73163 0.02 0.08 0.04
H 15.76416 0.35404 -33.33121 -0.57 -0.73 -0.12
H 15.98386 1.35692 -34.69377 -0.07 0.31 -0.09
H 16.81654 -0.13604 -34.67021 -0.18 -0.42 0.04
H 12.70444 -0.11170 -35.47145 -0.05 -0.48 0.27
H 13.22246 -0.30472 -33.74078 -0.09 -0.45 -0.15
H 13.20090 1.20535 -34.51864 1.11 0.51 -0.32
C 21.25784 0.44052 -32.23987 0.70 -0.37 -1.55
O 21.82531 1.23225 -32.98512 -0.61 -0.23 0.69
N 20.40213 -0.52263 -32.71624 -0.53 -0.20 0.74
C 19.68611 -1.45091 -31.80122 -0.04 0.23 0.38
C 19.98781 -0.57996 -34.11748 0.85 -0.42 0.16
H 21.53685 0.36901 -31.17721 -0.43 -0.10 -0.05
H 20.34287 -2.02524 -31.14784 0.39 0.60 0.29
H 19.10985 -2.27330 -32.22514 0.23 0.37 -1.24
H 18.91822 -0.94526 -31.21574 0.31 0.21 0.29
H 20.65729 -0.10017 -34.83141 0.29 0.33 0.60
H 20.09376 -1.64473 -34.32515 -0.82 -0.03 -0.54
H 19.00264 -0.14493 -34.28567 -0.18 -0.37 0.10
C 19.36490 -4.74061 -28.48772 -1.41 1.75 0.18
O 18.33300 -4.34262 -27.88947 0.97 -0.21 -0.51
N 20.06890 -5.77919 -28.13875 1.05 -0.41 -0.80
C 21.28093 -6.21861 -28.85257 -0.27 0.55 -0.36
C 19.72257 -6.60025 -27.04660 -0.40 -1.14 1.10
H 19.82642 -4.28006 -29.37490 -0.59 0.58 0.09
H 21.74465 -5.46352 -29.48732 -0.47 0.51 0.14
H 21.01690 -7.01546 -29.54785 0.27 -0.48 0.44
H 22.05768 -6.45187 -28.12432 -0.23 -0.51 -0.05
H 20.51640 -6.47674 -26.30992 -0.21 -0.41 0.36
H 18.74034 -6.41263 -26.61285 0.21 0.59 -0.15
H 19.65338 -7.63094 -27.39443 0.38 -0.21 0.13
C 15.36792 -8.72963 -27.29054 -0.42 1.26 -0.50
O 15.01337 -8.13028 -26.29730 0.11 -0.77 0.27
N 15.61490 -8.08838 -28.46454 0.89 2.46 -1.16
C 16.31700 -8.71169 -29.55608 -0.37 -1.51 -0.36
C 15.56478 -6.59794 -28.57339 -0.79 0.83 -0.04
H 15.44070 -9.81806 -27.43957 0.10 -0.10 0.48
H 16.35178 -9.78586 -29.37431 0.12 -0.14 0.20
H 17.35016 -8.41479 -29.73654 0.06 0.49 0.34
H 15.78448 -8.66359 -30.50592 -0.19 0.52 -0.02
H 15.17220 -6.14393 -29.48326 -0.74 -1.35 -0.86
H 14.90616 -6.08753 -27.87069 0.24 -0.71 0.63
H 16.46477 -5.98666 -28.64002 1.03 -0.87 1.01
```
Forces are in eV/Å.

Calculated values
Charge   0
Maximum force   0.0791 hartree/bohr
Expectation value of S²   2.01
LUMO level (alpha / beta)   0.0049 / -0.0048 Ha
Frontier orbital gap (alpha / beta)   8.2 / 7.9 eV
2S+1   3